Below is a molecular structure, C30H19N9S2W, with properties calculated with ωB97M-V/def2-TZVPD.

total charge	+2
gap between HOMO and LUMO (spin up / spin down)	0.20237 / 0.22755	hartree
electronic energy	-68312.8621	eV
max |F|	3.198	eV/Å
spin multiplicity	3

CARTESIAN COORDINATES (ANGSTROEM)
W: 0.0015 -0.0421 -0.1677
N: 2.5937 -2.7725 2.1944
C: 1.9012 -2.2522 1.1993
N: 1.4492 -1.0143 1.2213
C: 1.7399 -0.1892 2.3029
N: 1.4244 1.0668 2.2144
N: 0.9230 1.3576 0.9758
C: 1.0746 2.5865 0.5537
C: 0.6971 2.8464 -0.7969
C: 0.8468 4.0994 -1.3909
C: 0.5098 4.2645 -2.7166
C: 0.0352 3.1614 -3.4220
C: -0.0862 1.9500 -2.7765
N: 0.2245 1.7696 -1.4850
C: 2.4152 -0.7391 3.4490
C: 2.6691 -0.0007 4.6084
C: 3.3572 -0.5838 5.6490
C: 3.8058 -1.9023 5.5479
C: 3.5598 -2.6481 4.4122
C: 2.8620 -2.0628 3.3648
H: 2.9085 -3.7352 2.1248
H: 0.5688 -3.0773 -0.2079
H: 1.5354 3.3242 1.1974
H: 1.2415 4.9136 -0.7979
H: 0.6230 5.2227 -3.2048
H: -0.2223 3.2410 -4.4682
H: -0.4222 1.0817 -3.3240
H: 2.3152 1.0194 4.6615
H: 3.5567 -0.0207 6.5500
H: 4.3566 -2.3500 6.3637
H: 3.8961 -3.6749 4.3355
C: -3.3346 2.5563 1.2751
C: -2.0982 1.9306 1.1198
N: -1.8293 1.1231 0.1034
C: -2.8103 0.8719 -0.8045
C: -4.0870 1.4449 -0.7114
C: -4.3312 2.3205 0.3619
C: -5.0833 1.0976 -1.6759
C: -4.8108 0.2213 -2.6673
C: -3.5211 -0.3855 -2.7781
C: -3.2033 -1.3250 -3.7752
C: -1.9521 -1.8887 -3.7897
C: -1.0222 -1.5155 -2.8201
N: -1.2833 -0.6252 -1.8714
C: -2.5232 -0.0589 -1.8472
H: -3.4940 3.2086 2.1215
H: -1.3232 2.0774 1.8589
H: -5.3027 2.7857 0.4702
H: -6.0668 1.5382 -1.5776
H: -5.5684 -0.0522 -3.3903
H: -3.9464 -1.5946 -4.5151
H: -1.6697 -2.6142 -4.5390
H: -0.0326 -1.9493 -2.8282
S: -1.2738 -1.5791 0.8803
C: 1.6517 -3.0617 -0.0508
C: 2.1243 -4.4326 0.1126
N: 2.5305 -5.4884 0.3031
C: 2.3353 -2.3330 -1.1963
S: 1.9009 -0.7288 -1.6294
C: 3.3917 -2.9402 -1.8735
N: 4.2720 -3.4425 -2.4335